[1]
C2H9NO4 | wB97M-V/def2-TZVPD

Summary:
- SMILES = CNC(=O)O.O.O
- orbital gap (eV) = 10.140
- multiplicity = 1
- energy relative to the best compared isomer or geometry (same formula, charge and spin) (kJ/mol) = 61.01

Bonds (Å) are listed after each position.
Cartesian coordinates (Å):
1 O -0.9258 1.7032 0.6529  C6 1.198
2 O 1.2017 1.8062 -0.0579  C6 1.360, H13 0.954
3 O 1.1813 -1.2900 2.2701  H8 0.971, H15 0.945
4 O -2.0387 -0.9150 1.2520  H14 0.971, H16 0.965
5 N -0.1057 0.0278 -0.6972  C6 1.402, C7 1.441, H10 1.013
6 C -0.0117 1.2032 0.0614  O1 1.198, O2 1.360, N5 1.402
7 C 0.2258 -0.0442 -2.0977  N5 1.441, H9 1.108, H11 1.090, H12 1.089
8 H 1.5033 -0.4236 2.5670  O3 0.971
9 H 1.2548 -0.4326 -2.2341  C7 1.108
10 H -0.6673 -0.7108 -0.2910  N5 1.013
11 H 0.1000 0.9185 -2.5925  C7 1.090
12 H -0.4441 -0.7488 -2.5876  C7 1.089
13 H 1.6749 1.2861 -0.7032  O2 0.954
14 H -2.8793 -0.8688 1.7359  O4 0.971
15 H 1.7642 -1.5335 1.5680  O3 0.945
16 H -1.8334 0.0224 1.1536  O4 0.965



[2]
C2H9NO4 | wB97M-V/def2-TZVPD

Summary:
- orbital gap (alpha / beta) (eV) = 8.955 / 3.354
- net charge = +1
- multiplicity = 2
- energy relative to the best compared isomer or geometry (same formula, charge and spin) (kJ/mol) = 225.50
- ⟨S²⟩ = 0.76

Bonds (Å) are listed after each position.
Cartesian coordinates (Å):
1 O -1.6170 1.7791 0.5811  C7 1.202
2 O 0.2175 1.6107 -0.6493  C7 1.381, H16 0.977
3 O -6.2436 -1.3686 -0.3292  H13 0.964, H14 0.968
4 O 7.3965 -1.6545 -1.4456  H9 0.964, H15 0.968
5 N 0.3379 -0.8044 0.4784  C6 1.459, H8 1.023, H11 1.026
6 C -0.1395 0.1990 1.4246  N5 1.459, C7 1.496, H10 1.118, H12 1.135
7 C -0.5381 1.2644 0.4536  O1 1.202, O2 1.381, C6 1.496
8 H 0.7224 -1.5928 1.0043  N5 1.023
9 H 6.6192 -2.0179 -1.8857  O4 0.964
10 H 0.7212 0.4296 2.1001  C6 1.118
11 H 1.2029 -0.4847 0.0296  N5 1.026
12 H -0.9966 -0.0670 2.1194  C6 1.135
13 H -5.8429 -2.2387 -0.4384  O3 0.964
14 H -6.3982 -1.0880 -1.2427  O3 0.968
15 H 7.0602 -1.4504 -0.5608  O4 0.968
16 H 0.4040 2.5678 -0.7028  O2 0.977



[3]
C2H9NOS | wB97M-V/def2-TZVPD

Summary:
- SMILES = NCO.CS
- orbital gap (eV) = 9.921
- multiplicity = 1
- energy relative to the best compared isomer or geometry (same formula, charge and spin) (kJ/mol) = 48.42

Bonds (Å) are listed after each position.
Cartesian coordinates (Å):
1 S -0.6772 -1.8658 -1.2457  C5 1.842, H11 1.326
2 O 0.8899 1.9913 0.4020  C4 1.390, H8 0.970
3 N 0.5980 0.8607 2.5030  C4 1.455, H9 1.013, H13 1.013
4 C 1.0660 0.8171 1.1256  O2 1.390, N3 1.455, H6 1.099, H12 1.092
5 C -1.0220 -0.0860 -1.5744  S1 1.842, H7 1.087, H10 1.085, H14 1.078
6 H 2.1341 0.5580 1.1155  C4 1.099
7 H -1.5905 0.3287 -0.7458  C5 1.087
8 H -0.0354 2.2432 0.5452  O2 0.970
9 H 0.8573 -0.0263 2.9172  N3 1.013
10 H -1.6694 -0.0494 -2.4441  C5 1.085
11 H -1.1922 -1.8806 -0.0242  S1 1.326
12 H 0.5773 -0.0135 0.6125  C4 1.092
13 H 1.0417 1.6060 3.0260  N3 1.013
14 H -0.0776 0.4189 -1.6966  C5 1.078



[4]
C2H9NOS | wB97M-V/def2-TZVPD

Summary:
- SMILES = NCO.CS
- orbital gap (eV) = 9.799
- multiplicity = 1
- energy relative to the best compared isomer or geometry (same formula, charge and spin) (kJ/mol) = 80.25

Bonds (Å) are listed after each position.
Cartesian coordinates (Å):
1 S 4.0143 0.7801 0.0686  C5 1.848, H13 1.354
2 O -3.1281 -1.0185 0.9373  C4 1.425, H12 0.953
3 N -3.7930 0.7225 -0.4947  C4 1.468, H6 1.003, H7 1.012
4 C -3.4681 0.3642 0.8912  O2 1.425, N3 1.468, H8 1.089, H11 1.088
5 C 4.6336 -0.5971 -0.9959  S1 1.848, H9 1.088, H10 1.079, H14 1.094
6 H -3.2754 0.0990 -1.0852  N3 1.003
7 H -4.7743 0.8936 -0.6718  N3 1.012
8 H -4.3297 0.5199 1.5387  C4 1.089
9 H 4.1153 -0.5379 -1.9506  C5 1.088
10 H 5.7074 -0.6966 -1.0313  C5 1.079
11 H -2.6730 1.0398 1.2004  C4 1.088
12 H -2.2228 -1.0549 1.2320  O2 0.953
13 H 5.0540 0.9547 0.9179  S1 1.354
14 H 4.1397 -1.4687 -0.5567  C5 1.094



[5]
C2H9NOS | wB97M-V/def2-TZVPD

Summary:
- orbital gap (eV) = 5.804
- multiplicity = 1
- energy relative to the best compared isomer or geometry (same formula, charge and spin) (kJ/mol) = 520.29

Bonds (Å) are listed after each position.
Cartesian coordinates (Å):
1 S -1.5799 1.3948 -1.5476  H14 1.337
2 O 1.2197 1.4331 -0.3750  C5 1.403, H9 1.008
3 N 0.1434 -1.7232 1.2175  C4 1.476, H7 1.016, H11 1.028
4 C 0.1872 -0.2633 1.0049  N3 1.476, C5 1.529, H10 1.108, H12 1.112
5 C 1.0093 0.0525 -0.2454  O2 1.403, C4 1.529, H8 1.117, H13 1.096
6 H -1.4361 -0.6582 -1.1632  no bonds
7 H -0.4121 -2.1866 0.5041  N3 1.016
8 H 0.4481 -0.3671 -1.1153  C5 1.117
9 H 0.3847 1.7607 -0.8341  O2 1.008
10 H -0.8147 0.1976 0.8977  C4 1.108
11 H -0.2123 -1.9806 2.1467  N3 1.028
12 H 0.7117 0.1992 1.8698  C4 1.112
13 H 1.9872 -0.4400 -0.1988  C5 1.096
14 H -1.6362 2.5810 -2.1612  S1 1.337



[6]
C2H9NOS2 | wB97M-V/def2-TZVPD

Summary:
- SMILES = NCCSS.O
- orbital gap (eV) = 8.638
- multiplicity = 1
- energy relative to the best compared isomer or geometry (same formula, charge and spin) (kJ/mol) = 74.87

Bonds (Å) are listed after each position.
Cartesian coordinates (Å):
1 S 1.3108 0.9133 0.2215  S2 2.100, C5 1.805
2 S 2.4195 -0.8486 -0.0535  S1 2.100, H15 1.355
3 O -2.6759 -1.7237 1.1525  H9 0.966, H11 0.980
4 N -2.6261 0.5612 -0.6764  C6 1.485, H7 1.028, H14 0.996
5 C -0.0845 0.2898 -0.7394  S1 1.805, C6 1.564, H8 1.118, H12 1.110
6 C -1.3238 1.0311 -0.1392  N4 1.485, C5 1.564, H10 1.160, H13 1.121
7 H -3.3595 1.2763 -0.7639  N4 1.028
8 H 0.1138 0.6544 -1.7772  C5 1.118
9 H -3.5022 -2.1852 0.9600  O3 0.966
10 H -1.3550 0.9782 1.0196  C6 1.160
11 H -2.8098 -1.0107 0.4942  O3 0.980
12 H -0.2370 -0.8081 -0.7906  C5 1.110
13 H -1.1538 2.1388 -0.1774  C6 1.121
14 H -2.5727 0.3944 -1.6567  N4 0.996
15 H 3.4312 -0.5369 0.7917  S2 1.355



[7]
C2H9NOS2 | wB97M-V/def2-TZVPD

Summary:
- SMILES = CSS.NCO
- orbital gap (eV) = 9.796
- multiplicity = 1
- energy relative to the best compared isomer or geometry (same formula, charge and spin) (kJ/mol) = 33.96

Bonds (Å) are listed after each position.
Cartesian coordinates (Å):
1 S 2.3091 0.9773 -0.4043  S2 2.057, C5 1.790
2 S 1.2035 1.9393 1.0389  S1 2.057, H13 1.335
3 O -1.6356 0.0372 0.0631  C6 1.406, H14 0.968
4 N -0.3992 -1.8380 0.9579  C6 1.445, H9 1.010, H10 1.009
5 C 1.3393 1.1238 -1.9012  S1 1.790, H8 1.088, H11 1.088, H15 1.083
6 C -1.6023 -1.0382 0.9679  O3 1.406, N4 1.445, H7 1.091, H12 1.083
7 H -1.8122 -0.7390 1.9955  C6 1.091
8 H 0.3212 0.7527 -1.8024  C5 1.088
9 H -0.2389 -2.2271 0.0398  N4 1.010
10 H 0.4567 -1.4436 1.3175  N4 1.009
11 H 1.8062 0.3886 -2.5541  C5 1.088
12 H -2.3912 -1.7198 0.6759  C6 1.083
13 H 0.5394 0.8589 1.4546  S2 1.335
14 H -1.1933 0.8020 0.4596  O3 0.968
15 H 1.2974 2.1259 -2.3086  C5 1.083



[8]
C2H9NOSi | wB97M-V/def2-TZVPD

Summary:
- orbital gap (alpha / beta) (eV) = 7.699 / 9.255
- multiplicity = 3
- energy relative to the best compared isomer or geometry (same formula, charge and spin) (kJ/mol) = 151.69
- ⟨S²⟩ = 2.01

Bonds (Å) are listed after each position.
Cartesian coordinates (Å):
1 Si -0.3744 1.7652 -1.3139  O2 1.643, H6 1.661, H7 1.424, H13 1.425
2 O 0.2187 0.2422 -1.1487  Si1 1.643, N3 1.325
3 N 0.8512 -0.4743 -0.2306  O2 1.325, C4 1.438
4 C 0.9631 0.0230 1.1146  N3 1.438, H8 1.088, H9 1.167, H11 1.146
5 C -0.6488 -2.1230 0.2372  H10 0.981, H12 1.020, H14 1.020
6 H 0.6602 3.0010 -0.9142  Si1 1.661
7 H -1.5598 1.9131 -0.5392  Si1 1.424
8 H 0.5009 -0.6558 1.8275  C4 1.088
9 H 0.3897 1.0324 1.2366  C4 1.167
10 H -0.0792 -2.5089 0.9370  C5 0.981
11 H 1.9987 0.0911 1.6015  C4 1.146
12 H -1.3535 -1.4401 0.5146  C5 1.020
13 H -0.5715 1.7290 -2.7250  Si1 1.425
14 H -0.9954 -2.5951 -0.5975  C5 1.020



[9]
C2H9NOSi2 | wB97M-V/def2-TZVPD

Summary:
- SMILES = CC(=O)N([SiH3])[SiH3]
- orbital gap (eV) = 10.649
- multiplicity = 1
- energy relative to the best compared isomer or geometry (same formula, charge and spin) (kJ/mol) = 14.21

Bonds (Å) are listed after each position.
Cartesian coordinates (Å):
1 Si 0.8274 1.2982 1.0565  N4 1.709, H8 1.612, H11 1.488, H15 1.557
2 Si 0.5685 0.5004 -1.9407  N4 1.808, H9 1.550, H13 1.450, H14 1.415
3 O -0.9023 -1.3078 -1.2383  C6 1.189
4 N 0.4558 0.1649 -0.1676  Si1 1.709, Si2 1.808, C6 1.512
5 C -1.2353 -1.4943 1.0800  C6 1.507, H7 1.072, H10 1.089, H12 1.054
6 C -0.6347 -0.8827 -0.1601  O3 1.189, N4 1.512, C5 1.507
7 H -1.6779 -2.4313 0.8049  C5 1.072
8 H 2.2941 1.1178 1.7015  Si1 1.612
9 H 1.7931 1.4225 -1.7103  Si2 1.550
10 H -1.9856 -0.7213 1.2384  C5 1.089
11 H 0.8787 2.7122 0.5946  Si1 1.488
12 H -0.5788 -1.4910 1.9041  C5 1.054
13 H -0.5019 0.9651 -2.8019  Si2 1.450
14 H 1.1062 -0.7634 -2.2826  Si2 1.415
15 H -0.4074 0.9105 1.9214  Si1 1.557



Question: Which of these has the lowest energy relative to the best compared isomer or geometry (same formula, charge and spin)?
Answer: C2H9NOSi2



Question: The highest energy relative to the best compared isomer or geometry (same formula, charge and spin) belongs to which entry?
Answer: number 5